Record 1
C3H6ClF3NP | wB97M-V/def2-TZVPD

Computed properties:
- SMILES = CN(C)P(Cl)C(F)(F)F
- E (Ha) = -1273.80007

ORCA input file:
```
! wB97M-V def2-TZVPD RIJCOSX def2/J DEFGRID3
* xyz 0 1
C -0.8290 -1.0795 0.3767
N 0.3946 -0.2909 0.3333
C 1.5407 -1.0647 0.7789
P 0.6525 0.8031 -0.8971
Cl -0.3803 -0.0625 -2.7543
C -0.6862 2.0334 -0.4884
F -0.9616 2.8796 -1.5038
F 0.0154 2.8003 0.4628
F -1.6771 1.5456 0.1413
H -0.7086 -2.0188 0.9166
H -1.7070 -0.4962 0.6802
H -1.2779 -1.2835 -0.6682
H 2.5888 -0.4531 0.7075
H 1.3345 -1.3293 1.7671
H 1.7014 -1.9837 0.1472
*
```


Record 2
C4H10NO2 | wB97M-V/def2-TZVPD

Computed properties:
- E (Ha) = -363.32142

ORCA input file:
```
! wB97M-V def2-TZVPD RIJCOSX def2/J DEFGRID3
* xyz 1 1
C 2.7639 0.2779 -0.4889
C 2.0918 -0.4081 0.6010
C -1.5575 0.8660 0.7295
C -1.8738 -0.2833 -0.1395
N -0.9467 -0.7204 -0.9960
O 1.3804 0.4947 -0.3088
O -3.0719 -0.8319 -0.1056
H 3.3282 1.1016 -0.3230
H 3.1201 -0.0660 -1.4709
H 2.3119 -0.2427 1.6797
H -1.9869 0.5828 1.6369
H -0.5558 1.1585 0.6038
H 1.7197 -1.3329 0.2936
H -0.0302 -0.3444 -1.0275
H -1.9313 1.8325 0.4703
H -1.0214 -1.3933 -1.7269
H -3.7406 -0.6910 0.5723
*
```


Record 3
C10H12FN | wB97M-V/def2-TZVPD

Computed properties:
- SMILES = CC1(C)C[C@@]12C=CC=C/C2=N\F
- E (Ha) = -542.70230

ORCA input file:
```
! wB97M-V def2-TZVPD RIJCOSX def2/J DEFGRID3
* xyz 0 1
C 1.8357 0.5058 0.2364
C 0.3631 0.5239 0.7343
C 0.3550 0.0776 2.1154
C -0.5522 1.6644 0.3049
C -0.8001 0.2588 -0.3324
C -0.4910 0.1036 -1.7603
C -0.8115 -1.0348 -2.3699
C -1.7749 -1.9940 -1.8022
C -2.3559 -1.6986 -0.5617
C -1.8623 -0.5953 0.2230
N -2.2469 -0.3749 1.4491
F -3.1929 -1.3299 1.9367
H 2.2926 1.3491 0.6863
H 1.9069 0.4054 -0.8089
H 2.2587 -0.3585 0.6951
H -0.6335 -0.2291 2.3983
H 0.6385 0.9441 2.7317
H 1.0528 -0.8634 2.3202
H -1.3275 1.9527 0.9239
H -0.0887 2.2912 -0.4238
H 0.2813 0.7563 -2.1638
H -0.5653 -1.1703 -3.4662
H -2.1990 -2.8384 -2.3668
H -3.3671 -2.0715 -0.3683
*
```


Record 4
C6H10N | wB97M-V/def2-TZVPD

Computed properties:
- SMILES = C=C(C)/C=C1/C[NH2+]1
- E (Ha) = -288.98818

ORCA input file:
```
! wB97M-V def2-TZVPD RIJCOSX def2/J DEFGRID3
* xyz 1 1
C 1.6937 -1.0158 -1.7759
C 1.3083 -0.1705 -0.7500
C 2.1511 0.4774 0.2767
C -0.1393 -0.2205 -0.5590
C -1.1777 0.0219 0.2801
C -2.6184 -0.0161 0.4531
N -1.7576 0.8472 1.3422
H 1.0850 -1.5905 -2.5283
H 2.7331 -1.2378 -1.8261
H 2.1491 0.0318 1.2984
H 1.7056 1.4650 0.5353
H 3.1174 0.5205 -0.0609
H -0.5713 -0.9156 -1.2471
H -3.4807 0.3948 -0.0278
H -2.8170 -0.9650 0.9764
H -1.8931 1.8190 1.3134
H -1.4883 0.5543 2.2995
*
```


Record 5
C22H25F5STa | wB97M-V/def2-TZVPD

Computed properties:
- E (Ha) = -1807.77069

ORCA input file:
```
! wB97M-V def2-TZVPD RIJCOSX def2/J DEFGRID3
* xyz -1 1
F -2.8383 -1.0633 1.4297
C -2.9434 -0.0454 0.5052
F -2.4328 1.0445 1.1902
F -4.3030 0.1934 0.5010
Ta -2.0243 -0.4790 -1.6479
S -3.7403 -2.2157 -2.2297
C -0.5549 -2.0133 -0.8720
C 0.9547 -1.8896 -1.1123
C 1.6093 -0.6227 -0.5577
C 1.8252 0.5341 -1.4946
C 1.7014 1.8404 -1.0330
C 1.9398 2.9270 -1.8516
C 2.3112 2.7328 -3.1710
C 2.4409 1.4391 -3.6428
C 2.2024 0.3535 -2.8166
H -3.1939 0.7375 -2.4403
H -1.0899 -0.4924 -3.2385
H -1.0777 0.9990 -1.2281
H -4.7106 -1.4780 -2.7674
H -0.8796 -2.9437 -1.3509
H -0.7175 -2.1711 0.1972
H 1.4545 -2.7374 -0.6387
H 1.1592 -1.9861 -2.1739
H 1.0321 -0.2710 0.2937
H 2.5905 -0.8928 -0.1811
H 1.3853 1.9975 -0.0133
H 1.8141 3.9258 -1.4648
H 2.4808 3.5747 -3.8221
H 2.7170 1.2748 -4.6720
H 2.3006 -0.6404 -3.2204
F -9.1843 3.2700 4.4979
C -8.0233 2.7850 3.9859
C -6.9266 2.6875 4.8159
C -5.7445 2.1900 4.2821
C -5.6748 1.8041 2.9510
C -6.7988 1.9161 2.1452
C -7.9903 2.4105 2.6590
H -7.0050 2.9953 5.8497
H -4.8708 2.1021 4.9143
H -4.7562 1.4167 2.5346
H -6.7409 1.6140 1.1082
H -8.8794 2.5055 2.0507
F 4.5015 -1.3497 1.0684
C 5.6399 -1.8997 0.6089
C 6.6483 -2.1966 1.5030
C 7.8150 -2.7639 1.0107
C 7.9559 -3.0213 -0.3456
C 6.9219 -2.7090 -1.2181
C 5.7476 -2.1421 -0.7462
H 6.5126 -1.9851 2.5545
H 8.6176 -3.0060 1.6948
H 8.8684 -3.4635 -0.7218
H 7.0270 -2.9055 -2.2767
H 4.9265 -1.8866 -1.4026
*
```


Record 6
C4H10N2 | wB97M-V/def2-TZVPD

Computed properties:
- SMILES = C=CN.C=NC
- E (Ha) = -267.82987

ORCA input file:
```
! wB97M-V def2-TZVPD RIJCOSX def2/J DEFGRID3
* xyz 0 1
C 1.0541 1.7959 0.6052
C 1.1682 1.3155 1.8383
N 1.8665 0.2203 2.2711
H 1.6312 1.4161 -0.2229
H 0.4274 2.6334 0.3413
H 0.6562 1.8425 2.6344
H 2.1795 -0.5617 1.7265
H 2.1610 0.2008 3.2289
C -0.0576 -1.1484 -1.3262
N -1.0887 -1.6708 -1.8396
C -2.4018 -1.0808 -1.7762
H 0.6157 -1.9360 -0.9931
H 0.0656 -0.0651 -1.2441
H -2.8190 -1.5197 -0.8720
H -2.4344 0.0150 -1.7883
H -3.0239 -1.4570 -2.5834
*
```


Record 7
C11H24IO4P2Zr | wB97M-V/def2-TZVPD

Computed properties:
- E (Ha) = -1761.02634

ORCA input file:
```
! wB97M-V def2-TZVPD RIJCOSX def2/J DEFGRID3
* xyz 3 1
C -3.2742 0.4325 -5.0390
C -1.9736 0.2275 -4.5081
H -3.1692 0.3952 -6.1473
H -3.6481 1.4377 -4.7704
H -3.9471 -0.3909 -4.7373
O -0.9705 0.0842 -3.9327
I -3.5387 0.7918 -0.5840
Zr -1.0241 0.1897 0.2428
P -0.7134 -2.4428 -0.2504
C 0.8680 -3.3341 -0.1596
C -1.6190 -3.1664 1.1682
H -1.9080 -4.1884 0.8859
H -1.8850 -4.1880 -1.4495
H -2.5122 -2.5773 1.4181
H -2.4581 -2.5333 -1.9020
H 1.3757 -3.0642 0.7777
H -0.9765 -3.1969 2.0591
C -1.5780 -3.1564 -1.6875
H 0.6747 -4.4170 -0.1915
H -0.9051 -3.1465 -2.5558
H 1.4800 -3.0209 -1.0148
P 0.0679 2.5002 -0.4178
C 1.8403 2.8448 -0.2930
C -0.4228 3.4594 -1.8877
H -1.6081 3.4086 1.1155
H -0.3612 4.6163 0.6550
H -0.0149 3.3579 1.8845
C -0.5377 3.5693 0.9420
H -1.4497 3.1691 -2.1502
H -0.3741 4.5350 -1.6468
H 2.0043 3.9315 -0.2658
H 2.3506 2.4138 -1.1601
H 0.2557 3.2234 -2.7202
H 2.2511 2.3877 0.6151
C 0.7288 -0.0688 -1.2881
O 1.5869 -0.1820 -2.0832
C -0.1973 0.2764 4.3001
C -0.5319 0.2775 2.8412
O 0.4110 0.1946 1.9502
O -1.7473 0.2752 2.4079
H 0.8562 0.5358 4.4922
H -0.4404 -0.7183 4.7167
H -0.8009 1.0302 4.8286
*
```


Record 8
C12H4Cl4N2O2S5Sr | wB97M-V/def2-TZVPD

Computed properties:
- E (Ha) = -4582.36537

ORCA input file:
```
! wB97M-V def2-TZVPD RIJCOSX def2/J DEFGRID3
* xyz -2 1
Sr 0.1225 -1.0312 0.0571
Cl -6.6964 -1.0839 2.5158
C -5.2070 -0.5600 1.7821
C -5.0104 0.7698 1.4877
Cl -6.2408 1.9503 1.8384
C -3.7990 1.1664 0.8935
Cl -3.5186 2.8476 0.5113
C -2.7801 0.2697 0.5769
O -1.6505 0.6216 0.0539
C -2.9879 -1.1437 0.8817
O -2.0382 -1.9758 0.6133
C -4.2004 -1.4973 1.4841
Cl -4.4380 -3.1805 1.8618
S 7.8473 -2.6618 0.8927
C 6.2091 -2.3472 0.7364
S 5.3211 -1.2958 1.7510
C 3.7355 -1.4473 1.0171
C 3.6819 -2.2843 -0.0521
S 2.3323 -2.7221 -1.0687
S 5.2095 -3.0400 -0.4676
S 2.4800 -0.4969 1.7688
N 0.9391 3.0290 -2.1223
C 2.1227 2.4798 -2.5743
C 2.0189 1.1473 -2.3227
N 0.8079 0.8774 -1.7306
C 0.1846 2.0270 -1.6157
H 0.6933 4.0014 -2.1190
H 2.9088 3.0731 -3.0058
H 2.7334 0.3609 -2.5041
H -0.7807 2.1463 -1.1409
*
```